# 1
# CH4N5O2

An isolated ion of composition CH4N5O2 and charge +1 in a non-equilibrium geometry (ωB97M-V with the def2-TZVPD basis set, the OMol25 dataset).

Geometry (Å):
N -1.26482 0.79383 -0.13746
C 0.00799 -0.00977 -0.06310
O -0.52135 -1.25403 0.17976
O 0.53167 -2.21084 0.09464
N 0.92629 0.40708 1.00308
N 2.00001 0.73443 0.52622
N 1.88334 0.80471 -0.93211
N 0.81982 0.37466 -1.22963
H -1.86546 0.55567 0.82164
H -1.76376 0.51709 -1.11590
H -1.12276 1.80741 -0.12229
H 0.36904 -2.52026 0.97516

The spin multiplicity is 1. The value obtained for the relative energy (zero: lowest compared OMol25 entry of this formula, charge and spin) is 1.088 eV. Its charge is +1. The calculation puts the largest force on an atom at 4.4 eV Å⁻¹.


# 2
# C3H7N

C3H7N as an isolated structure in a non-equilibrium geometry (ωB97M-V with the def2-TZVPD basis set, the OMol25 dataset).

Geometry (Å):
C -1.43497 0.05204 -0.19102
C -0.22283 0.24426 0.74261
C 0.98731 -0.32911 0.42721
N 1.89702 -0.00043 -0.68811
H -1.66972 -0.98588 -0.44188
H -2.41709 0.47606 0.00127
H -0.82174 0.59692 -0.92155
H 1.54086 -0.81310 1.22494
H 0.89561 -0.55981 -0.83658
H 1.61460 0.88071 -1.11743
H -0.36905 0.43833 1.80054

The spin multiplicity is 1. The value obtained for the relative energy (zero: lowest compared OMol25 entry of this formula, charge and spin) is 4.742 eV. The calculation puts the largest force on an atom at 5.2 eV Å⁻¹.


# 3
# C6H8N

C6H8N as an isolated structure in a non-equilibrium geometry (ωB97M-V with the def2-TZVPD basis set, the OMol25 dataset).

Geometry (Å):
C 0.74575 -1.48754 -0.27556
C -0.62673 -1.03351 0.50279
C 1.00922 0.90526 0.12283
C 1.56519 -0.41555 -0.35114
C -0.41297 0.55475 0.58271
C -1.94747 -0.61204 -0.00441
N -1.40548 0.66196 -0.51079
H 0.75782 -2.54018 -0.64747
H -0.74762 -1.52381 1.44158
H 1.60895 1.13338 1.04257
H 0.92245 1.74605 -0.61605
H 2.52599 -0.31337 -0.89009
H -0.94343 0.92646 1.48103
H -2.10907 1.30933 -0.49505
H -0.94260 0.68879 -1.38295

The spin multiplicity is 1. The value obtained for the relative energy (zero: lowest compared OMol25 entry of this formula, charge and spin) is 6.474 eV. Its charge is +1. The calculation puts the largest force on an atom at 3.4 eV Å⁻¹.


# 4
# CH3N2P

A 2-piece molecular cluster, CH3N2P overall in a non-equilibrium geometry (ωB97M-V with the def2-TZVPD basis set, the OMol25 dataset).

Geometry (Å):
C -0.32199 -1.31028 0.07668
N -0.74727 -2.24998 -0.45238
N 1.09084 0.79343 -0.26295
P 0.06296 0.17359 0.87913
H 1.28965 0.51527 -1.20926
H 1.56047 1.69999 -0.17632
H -2.93465 0.37798 1.14511

The spin multiplicity is 1. The value obtained for the relative energy (zero: lowest compared OMol25 entry of this formula, charge and spin) is 3.076 eV. The calculation puts the largest force on an atom at 2.2 eV Å⁻¹.


# 5
# C40H49N4O4RhS3Si2

C40H49N4O4RhS3Si2 as an isolated structure in a non-equilibrium geometry (ωB97M-V with the def2-TZVPD basis set, the OMol25 dataset).

Geometry (Å):
Rh 0.23855 -0.04043 -0.19568
C 2.33232 1.35288 2.82910
C 1.54064 2.31002 1.99942
C 1.46619 3.67816 2.30995
C 0.72948 4.52649 1.49499
C 0.09837 4.02404 0.37434
C 0.21766 2.64565 0.10499
N 0.90411 1.83838 0.94789
N -0.32238 1.98366 -0.93844
Si -0.32817 2.62793 -2.56681
C 1.26218 3.62981 -2.78218
C -1.80678 3.77199 -2.87467
C -0.35005 1.18688 -3.76624
H 3.39358 1.48226 2.60410
H 2.06911 0.32673 2.57440
H 2.18232 1.53819 3.89343
H 1.98784 4.05755 3.17776
H 0.65063 5.57946 1.73313
H -0.48738 4.65305 -0.28131
H 1.14357 4.65807 -2.43614
H 1.58409 3.65688 -3.82382
H 2.05975 3.16829 -2.19392
H -1.81583 4.61790 -2.18473
H -2.75646 3.24493 -2.76539
H -1.75954 4.17309 -3.88863
H 0.53516 0.57249 -3.58766
H -0.33690 1.53160 -4.80115
H -1.23464 0.56034 -3.62726
C 0.05934 -2.46766 -3.25484
C -1.11893 -2.33045 -2.36050
N -1.24463 -1.56389 -1.31506
C -2.47856 -1.69359 -0.71018
C -3.31319 -2.57120 -1.32489
S -2.55015 -3.26884 -2.68234
C -2.78047 -0.95742 0.50962
C -3.93910 -1.03722 1.21853
S -3.84397 -0.07334 2.62394
C -2.23092 0.39836 2.17862
N -1.83575 -0.12866 1.06546
C -1.44986 1.30962 3.05672
H 0.90170 -1.93509 -2.82716
H -0.16187 -2.04861 -4.23875
H 0.31565 -3.51851 -3.38920
H -4.31625 -2.84812 -1.04741
H -4.82492 -1.61222 1.00737
H -1.85324 1.30664 4.06698
H -1.48699 2.33115 2.66876
H -0.41183 0.98557 3.07203
C 5.94774 0.06357 -6.51555
C 5.27964 -0.09171 -5.17525
C 5.07706 -1.35148 -4.62046
C 4.48011 -1.49243 -3.37550
C 4.08919 -0.36400 -2.67696
C 4.24753 0.89795 -3.22805
C 4.84673 1.02973 -4.46885
S 3.16235 -0.55695 -1.16560
O 3.41727 -1.89238 -0.68607
O 3.48596 0.53107 -0.27243
O 1.76961 -0.43026 -1.71898
H 6.31575 -0.89547 -6.87653
H 6.78942 0.75400 -6.44844
H 5.25093 0.46420 -7.25430
H 5.38016 -2.23059 -5.17656
H 4.31029 -2.46277 -2.92533
H 3.90052 1.76208 -2.67548
H 4.97398 2.01371 -4.90631
C -1.03508 -3.84898 2.08041
C -0.00249 -3.46865 3.13687
C -0.59057 -2.41191 4.06740
C 0.43530 -4.71422 3.89994
Si 1.49858 -2.61955 2.15213
O 0.77795 -1.40754 1.44278
C 2.12850 -4.05183 1.08413
C 3.11055 -4.93291 1.53155
C 3.56354 -5.96913 0.72568
C 3.03881 -6.13944 -0.54725
C 2.06586 -5.26502 -1.01197
C 1.61783 -4.23339 -0.20083
C 2.88270 -2.13133 3.37341
C 4.00258 -1.50884 2.80720
C 5.05883 -1.06892 3.59307
C 5.02767 -1.24934 4.96803
C 3.93391 -1.87318 5.54766
C 2.87532 -2.30408 4.75729
H -1.96070 -4.19633 2.56218
H -0.66657 -4.65350 1.43981
H -1.27883 -2.98986 1.45050
H -1.50648 -2.78580 4.54862
H -0.84376 -1.51248 3.49964
H 0.10879 -2.12757 4.85623
H -0.43293 -5.17683 4.39188
H 1.17047 -4.48910 4.67379
H 0.87052 -5.45517 3.22678
H 3.53600 -4.80438 2.52165
H 4.33167 -6.64155 1.08885
H 3.38746 -6.94999 -1.17572
H 1.66175 -5.39175 -2.01096
H 0.86602 -3.53869 -0.56246
H 4.04316 -1.37393 1.73864
H 5.90527 -0.58161 3.12293
H 5.85149 -0.90978 5.58444
H 3.89951 -2.02420 6.62028
H 2.03717 -2.78525 5.24499

The spin multiplicity is 5. The calculation puts the largest force on an atom at 2.3 eV Å⁻¹. As for the expectation value of S²: 6.04. Its total energy is -107697.96954 eV.